A molecular structure, C36H43N7O3SZn, computed with ωB97M-V/def2-TZVPD.

Geometry as XYZ:
```
91
Properties=species:S:1:pos:R:3:lowdin_charge:R:1
Zn 0.85459 -0.07559 0.15006 0.735
C 0.94813 1.31062 -3.96916 -0.097
N 1.24504 0.16881 -3.13048 -0.184
C 2.64042 -0.22078 -3.27970 -0.062
C 0.30987 -0.87915 -3.10828 -0.191
C -0.68875 -0.99658 -4.07355 -0.029
C -1.59834 -2.04507 -4.04837 -0.105
C -1.53255 -2.98713 -3.03843 -0.116
C -0.58469 -2.85308 -2.03366 -0.052
C 0.34174 -1.81386 -2.03779 -0.239
N 1.22416 -1.58475 -0.97048 -0.033
C 2.07569 -2.55081 -0.49901 -0.253
C 2.14402 -3.86306 -1.00569 -0.035
C 3.01055 -4.80349 -0.47544 -0.105
C 3.86459 -4.47067 0.56287 -0.112
C 3.87923 -3.15790 1.01664 -0.042
C 3.01665 -2.20283 0.50602 -0.220
N 3.08217 -0.81928 0.91461 -0.217
C 3.95904 -0.02048 0.02382 -0.043
C 3.48751 -0.64279 2.30731 -0.086
H -0.09107 1.60727 -3.84934 0.039
H 1.14330 1.11787 -5.03585 0.093
H 1.57364 2.14246 -3.64366 0.093
H 2.85940 -0.51033 -4.31929 0.093
H 2.88229 -1.05482 -2.63071 0.072
H 3.27079 0.63054 -3.02164 0.086
H -0.74780 -0.28143 -4.88374 0.102
H -2.34073 -2.13322 -4.83194 0.099
H -2.22153 -3.82342 -3.02389 0.100
H -0.57447 -3.56143 -1.21368 0.111
H 1.51443 -4.13550 -1.84054 0.096
H 3.01986 -5.80694 -0.88353 0.099
H 4.52559 -5.20620 1.00156 0.092
H 4.60396 -2.88209 1.77217 0.103
H 4.63817 0.58981 0.61932 0.089
H 3.36474 0.64685 -0.60160 0.056
H 4.55407 -0.66934 -0.62022 0.097
H 4.55331 -0.84449 2.46979 0.086
H 2.91552 -1.30708 2.95326 0.088
H 3.28857 0.38801 2.60397 0.088
O 2.01173 3.75524 1.28827 -0.294
S 1.05632 2.86313 0.68411 0.588
O 1.23822 2.57743 -0.72240 -0.321
N 0.98765 1.42818 1.38543 -0.185
C 0.70913 1.24070 2.71951 -0.287
C 0.76346 2.20295 3.71266 -0.013
C 0.56763 1.85036 5.05630 -0.066
C 0.34888 0.55478 5.44077 -0.048
C 0.25837 -0.45175 4.45791 -0.158
C 0.08169 -1.82222 4.75253 -0.003
C -0.00123 -2.73080 3.73500 -0.037
C 0.06894 -2.27870 2.40615 -0.117
N 0.23838 -1.01728 2.09275 0.092
C 0.37326 -0.10482 3.08918 -0.170
C -0.54445 3.63710 0.93041 -0.255
C -0.63796 4.98633 0.62040 -0.057
C -1.84481 5.64753 0.78378 -0.073
C -2.95587 4.95269 1.24357 -0.084
C -2.85536 3.60230 1.54772 -0.070
C -1.64421 2.94056 1.40382 -0.061
H 0.99897 3.22469 3.44999 0.106
H 0.62217 2.62862 5.80710 0.108
H 0.26919 0.28329 6.48561 0.109
H 0.02996 -2.13791 5.78771 0.119
H -0.12346 -3.78682 3.93199 0.107
H -0.01695 -2.98017 1.58289 0.115
H 0.24267 5.49770 0.25195 0.119
H -1.91660 6.70235 0.55326 0.105
H -3.90019 5.46599 1.37400 0.102
H -3.72316 3.05942 1.90077 0.106
H -1.56126 1.89261 1.64769 0.098
C -1.90190 2.12295 -2.49104 -0.033
N -2.83218 1.27197 -1.77671 -0.109
C -4.22387 1.64930 -1.92283 -0.050
C -2.39151 0.34155 -0.89411 -0.468
O -1.23880 0.30324 -0.44580 0.003
N -3.35532 -0.53788 -0.43217 -0.134
C -4.16011 -1.29768 -1.38289 -0.055
C -2.96835 -1.30204 0.74610 -0.045
H -2.03334 1.98672 -3.56887 0.093
H -0.88405 1.88370 -2.20570 0.060
H -2.09604 3.16922 -2.25087 0.099
H -4.30326 2.73309 -1.80985 0.090
H -4.83232 1.18049 -1.15499 0.087
H -4.60936 1.37780 -2.90997 0.092
H -4.13085 -0.83660 -2.36620 0.080
H -5.19780 -1.35028 -1.04457 0.091
H -3.76411 -2.30939 -1.48182 0.079
H -2.58683 -0.62556 1.50945 0.083
H -2.18814 -2.03489 0.52142 0.077
H -3.85411 -1.80779 1.12893 0.093
```

## Properties
Electronic energy (Ha): -4184.22345
Gap between HOMO and LUMO (eV): 6.698